The following is a quantum chemistry calculation of a molecular structure, C34H61CoGeN6OP, from the Open Molecules 2025 dataset.

Cartesian coordinates (Å):
Co -0.3375 -0.0111 -0.6191
N 0.0799 1.5028 0.8372
C -0.7294 2.6859 0.5654
C -0.5230 3.8911 1.1633
C -1.3631 4.9896 0.8658
C -2.3892 4.8521 -0.0219
C -2.6125 3.6110 -0.6679
C -3.6333 3.4066 -1.6240
C -3.7585 2.1894 -2.2361
C -2.8637 1.1699 -1.8930
N -1.9117 1.3113 -0.9871
C -1.7728 2.5235 -0.3701
H -0.2636 1.0579 1.6874
H 1.0400 1.7596 1.0369
H 0.2835 4.0131 1.8794
H -1.1878 5.9376 1.3577
H -3.0402 5.6884 -0.2498
H -4.3048 4.2218 -1.8697
H -4.5219 2.0052 -2.9811
H -2.9222 0.2061 -2.3920
C 0.5053 -5.9328 4.4890
C 0.2083 -4.6933 5.3293
C 1.0255 -3.4699 4.9035
C 0.5527 -2.9354 3.5384
Ge 1.5937 -1.4699 2.8328
C 3.4628 -1.0717 2.5106
C 4.4885 -1.7442 3.4345
C 4.5049 -3.2664 3.3449
C 5.5906 -3.8928 4.2143
H 0.0157 -6.8099 4.9112
H 1.5792 -6.1384 4.4595
H 0.1425 -5.8359 3.4590
H 0.4360 -4.9052 6.3750
H -0.8579 -4.4528 5.2850
H 2.0784 -3.7542 4.8588
H 0.9351 -2.6878 5.6611
H -0.4494 -2.5104 3.6178
H 0.5223 -3.7417 2.8020
H 0.7994 -0.1710 3.0406
H 3.4924 0.0143 2.6061
H 3.6335 -1.3286 1.4619
H 4.3208 -1.4387 4.4708
H 5.4749 -1.3651 3.1586
H 4.6566 -3.5621 2.2997
H 3.5271 -3.6547 3.6550
H 6.5819 -3.6023 3.8614
H 5.5366 -4.9817 4.1979
H 5.4953 -3.5676 5.2527
C 1.6541 1.5215 -5.7933
C 0.6985 1.1917 -4.6419
C -0.6748 0.7933 -5.2023
C 0.4765 2.4264 -3.7416
P 1.3437 -0.2363 -3.5929
N 0.4685 -0.1801 -2.2147
C 3.1541 -0.0350 -3.1293
C 3.4588 -0.8930 -1.8867
C 3.3690 1.4282 -2.7119
C 4.1097 -0.4004 -4.2731
C 1.0069 -1.9108 -4.3822
C 1.4803 -1.9653 -5.8410
C 1.7445 -2.9796 -3.5618
C -0.4967 -2.2309 -4.2946
H 1.1542 2.2543 -6.4327
H 1.8876 0.6598 -6.4175
H 2.5838 1.9734 -5.4563
H -1.1125 1.6830 -5.6614
H -1.3573 0.4530 -4.4207
H -0.6085 0.0374 -5.9807
H -0.1604 3.1257 -4.2886
H 1.3959 2.9504 -3.5032
H -0.0348 2.1735 -2.8102
H 2.7121 -0.7463 -1.1023
H 4.4271 -0.5725 -1.4904
H 3.5396 -1.9532 -2.1122
H 2.6357 1.7544 -1.9697
H 3.3528 2.1120 -3.5552
H 4.3595 1.5082 -2.2569
H 4.1286 -1.4703 -4.4779
H 5.1238 -0.1138 -3.9795
H 3.8857 0.1273 -5.1987
H 2.5372 -1.7301 -5.9522
H 0.9071 -1.3067 -6.4908
H 1.3343 -2.9851 -6.2096
H 2.8244 -2.9264 -3.6775
H 1.4305 -3.9599 -3.9284
H 1.4933 -2.9196 -2.4958
H -1.0840 -1.7212 -5.0514
H -0.9061 -1.9885 -3.3123
H -0.6217 -3.3044 -4.4616
C 2.1039 -4.0919 0.6394
N 0.7129 -3.7587 0.2748
C -0.1252 -4.7180 -0.2369
C -1.3468 -4.4081 -0.6969
C -1.7209 -3.0366 -0.6852
N -0.8942 -2.1008 -0.1763
C 0.2780 -2.4765 0.3532
O 1.0231 -1.5588 0.8574
N -2.8852 -2.6338 -1.1715
H 2.3288 -5.0853 0.2643
H 2.2391 -4.0868 1.7180
H 2.7786 -3.3702 0.1850
H 0.2574 -5.7299 -0.2431
H -2.0116 -5.1698 -1.0805
H -3.5584 -3.2965 -1.5220
H -3.1709 -1.6725 -1.0794

As for the gap between HOMO and LUMO (alpha / beta): 8.35 / 7.29 eV. The value obtained for the electronic energy is -150646.6536 eV. The value obtained for the LUMO energy (alpha / beta) is -8.0 / -9.1 eV. Its molar mass is 732.4 u. For the max |F|, the calculation gives 0.81 eV/A. The total charge is +3. For the highest occupied orbital energy (alpha / beta), the calculation gives -0.601 / -0.602 Eh. As for the multiplicity: 5.

The following is a quantum chemistry calculation of a molecular structure, C34H61F9O24SSi2, from the Open Molecules 2025 dataset.

Cartesian coordinates (Å):
C 0.8115 -2.5679 3.8811
C 0.8376 -1.7582 3.0018
Si 0.7528 -0.4553 1.6699
O 2.3163 -0.1499 1.1279
Si 3.4704 0.1859 2.3579
S -0.3905 1.3358 2.1903
O 0.6270 2.3463 2.5493
O -1.0215 1.8689 0.9702
C -1.5262 1.2312 3.6586
F -0.7290 1.0621 4.7681
F -2.1306 2.4725 3.8215
C -2.6370 0.1050 3.6947
F -3.5192 0.5301 4.6851
F -2.0781 -1.0260 4.2147
C -3.5395 -0.0905 2.4216
F -3.7698 1.1450 1.8617
F -4.7782 -0.4917 2.8782
C -3.1146 -1.1176 1.3170
F -2.3526 -2.1619 1.7061
F -2.5057 -0.5636 0.2293
F -4.2750 -1.6641 0.8116
H 1.0392 -3.4564 4.4967
H 0.0470 -1.0746 0.5349
H 3.1779 -0.4117 3.6642
H 4.7918 -0.2947 1.9495
H 3.5355 1.6319 2.5970
C 0.2770 1.9225 -1.6183
C -0.0776 3.3885 -1.7533
O 0.3831 3.9176 -3.0045
C -0.3794 3.6325 -4.0654
O -1.3996 2.9917 -4.0582
O 0.2023 4.1660 -5.1478
C -0.4679 3.8692 -6.3737
H 1.3474 1.7688 -1.7806
H 0.0121 1.5548 -0.6293
H -0.2476 1.3193 -2.3623
H 0.4247 3.9593 -0.9709
H -1.1504 3.5544 -1.6352
H -1.5249 4.1302 -6.3210
H -0.3453 2.8135 -6.6187
H -0.0037 4.4641 -7.1586
C 1.3104 -5.1060 -1.5682
C 2.3921 -4.0449 -1.6058
O 3.0689 -3.9554 -0.3449
C 3.9942 -4.8943 -0.1190
O 4.3052 -5.7826 -0.8694
O 4.5017 -4.6889 1.1046
C 5.4516 -5.6745 1.5106
H 0.6329 -4.9335 -0.7288
H 0.7348 -5.1016 -2.4952
H 1.7391 -6.1001 -1.4338
H 1.9397 -3.0683 -1.7851
H 3.1035 -4.2246 -2.4141
H 6.2394 -5.7948 0.7672
H 4.9482 -6.6249 1.6926
H 5.9028 -5.3343 2.4413
C -7.8624 -3.4687 0.7741
C -6.7195 -4.0373 -0.0425
O -6.3520 -5.3422 0.4270
C -7.1394 -6.3447 0.0260
O -8.1044 -6.2501 -0.6859
O -6.6801 -7.4813 0.5769
C -7.4862 -8.6256 0.2908
H -7.6205 -3.4900 1.8390
H -8.0718 -2.4395 0.4784
H -8.7716 -4.0570 0.6411
H -5.8382 -3.4067 0.0736
H -6.9596 -4.0625 -1.1071
H -7.6495 -8.7366 -0.7809
H -8.4378 -8.5524 0.8183
H -6.9531 -9.5034 0.6527
C -3.8111 9.5442 3.8045
C -4.5252 8.8625 2.6545
O -3.6265 8.0297 1.9120
C -3.3624 6.8371 2.4593
O -3.8129 6.4134 3.4935
O -2.4904 6.2028 1.6674
C -2.0567 4.9398 2.1760
H -2.9292 10.0787 3.4451
H -4.4748 10.2513 4.3050
H -3.4661 8.8160 4.5400
H -4.8977 9.6149 1.9580
H -5.3870 8.2883 3.0007
H -2.9027 4.3022 2.4283
H -1.4170 5.0915 3.0466
H -1.4746 4.4475 1.3992
C 8.6215 6.2840 2.0443
C 8.6859 5.2738 3.1723
O 7.4449 4.5688 3.3032
C 7.2498 3.5795 2.4243
O 8.0137 3.2345 1.5597
O 6.0409 3.0499 2.6589
C 5.6621 2.0264 1.7379
H 7.7631 6.9469 2.1719
H 9.5320 6.8847 2.0130
H 8.5025 5.7888 1.0794
H 8.8493 5.7920 4.1181
H 9.5146 4.5755 3.0395
H 6.4279 1.2527 1.6675
H 5.4663 2.4623 0.7544
H 4.7139 1.5632 2.1193
C 3.6213 4.9393 -11.5780
C 3.9013 3.5756 -10.9788
O 4.6890 3.6890 -9.7870
C 4.0173 4.0389 -8.6844
O 2.8342 4.2537 -8.6089
O 4.8936 4.1339 -7.6778
C 4.3183 4.5820 -6.4484
H 4.5522 5.4896 -11.7301
H 3.1070 4.8409 -12.5354
H 2.9993 5.5407 -10.9133
H 4.4861 2.9806 -11.6815
H 2.9785 3.0265 -10.7809
H 3.4559 3.9763 -6.1701
H 4.0380 5.6329 -6.5294
H 5.0765 4.4816 -5.6737
C -4.2097 -6.7117 2.4371
C -3.7373 -8.0680 1.9589
O -2.4006 -8.3389 2.4082
C -2.2914 -8.7464 3.6756
O -3.1969 -8.9109 4.4526
O -0.9889 -8.9211 3.9440
C -0.7204 -9.2832 5.2979
H -3.4969 -5.9337 2.1520
H -5.1793 -6.4730 2.0136
H -4.2931 -6.6840 3.5254
H -3.7065 -8.0798 0.8686
H -4.4176 -8.8630 2.2710
H -1.3095 -10.1488 5.6005
H -0.9177 -8.4364 5.9567
H 0.3351 -9.5413 5.3673

As for the gap between HOMO and LUMO: 9.47 eV. The value obtained for the electronic energy is -136432.5567 eV. The value obtained for the LUMO energy is -1.2 eV. Its molar mass is 1113.1 u. For the max |F|, the calculation gives 5.90 eV/A. For the highest occupied orbital energy, the calculation gives -0.391 Eh.